one.
This record from the Open Molecules 2025 dataset describes a 3-piece molecular cluster, C2H8NO4 overall. The level of theory is ωB97M-V with the def2-TZVPD basis set.

Last column: natural (NBO) charge in e.
Geometry (Å):
1 O 1.35816 0.82562 1.22925  -0.76
2 C 0.37975 0.84267 0.52742  0.77
3 O -0.28424 1.89847 0.26606  -0.81
4 C -0.10890 -0.48738 -0.24306  -0.33
5 N -1.31248 -0.95020 0.44641  -0.87
6 H -0.13596 -0.17806 -1.23249  0.19
7 H 0.75785 -1.23595 -0.15074  0.18
8 H -1.25789 -1.43217 1.35744  0.36
9 H -2.02760 -0.21569 0.48581  0.37
10 H 2.54744 -1.69976 0.32200  0.45
11 H 2.49027 -0.21872 0.75278  0.50
12 O 2.85950 -0.83093 0.15441  -0.98
13 H -1.42759 1.17470 -2.03135  0.46
14 H -1.69092 1.34070 -0.51652  0.49
15 O -2.14737 1.16670 -1.36744  -1.00

The value obtained for the orbital gap is 8.1 eV. The HOMO energy comes out at -4.16 eV. The total charge is -1.



two.
This record from the Open Molecules 2025 dataset describes a 3-piece molecular cluster, C2H8NO4 overall. The level of theory is ωB97M-V with the def2-TZVPD basis set.

Last column: natural (NBO) charge in e.
Geometry (Å):
1 O 0.75813 -1.75312 -0.64715  -0.77
2 C 0.37113 -0.56534 -0.85430  0.79
3 O 0.29473 -0.00304 -1.92423  -0.74
4 C -0.18975 0.15645 0.47556  -0.33
5 N 0.85197 1.21765 0.87041  -0.85
6 H -1.16264 0.75553 0.28371  0.15
7 H -0.35293 -0.46880 1.42521  0.19
8 H 1.45171 0.67389 1.48438  0.34
9 H 1.37242 1.55281 0.08173  0.36
10 H -0.69640 -2.35459 1.84855  0.43
11 H -0.07383 -2.35074 0.35090  0.49
12 O -0.87503 -2.73227 0.99973  -1.04
13 H -1.18122 1.77495 -0.99894  0.46
14 H -0.03117 1.72561 -1.92599  0.49
15 O -0.53713 2.37101 -1.46957  -0.98

The value obtained for the orbital gap is 9.0 eV. The HOMO energy comes out at -4.96 eV. The total charge is -1.



Most stable to least stable, the ends of the list are two and one.